1.
This record from OMol25 describes C23H29N2O3PPm as an isolated structure. The level of theory is ωB97M-V/def2-TZVPD.

The geometry in XYZ format:
```
59
Properties=species:S:1:pos:R:3
Pm 0.1521 -0.0753 0.4303
C -0.9667 -3.0042 -1.1286
O -1.3076 -1.7759 -0.4140
C -2.6098 -1.2269 -0.7634
C -2.4245 -0.0643 -1.6982
O -1.5428 0.8669 -1.0088
C -1.2293 2.0943 -1.7248
C -0.3313 2.8829 -0.8127
O 0.8070 2.0511 -0.4431
C 2.0836 2.4743 -1.0185
H -1.6903 -3.7705 -0.8615
H 0.0269 -3.2942 -0.7970
H -0.9713 -2.8164 -2.2013
H -3.0766 -0.9125 0.1719
H -3.2288 -2.0061 -1.2071
H -3.3758 0.4284 -1.9045
H -1.9547 -0.3547 -2.6411
H -2.1514 2.6399 -1.9312
H -0.7421 1.8328 -2.6672
H -0.8440 3.1547 0.1121
H 0.0174 3.8010 -1.2839
H 2.3256 3.4621 -0.6340
H 2.0032 2.4808 -2.1041
H 2.8284 1.7513 -0.6954
N 2.7075 -1.7536 2.0445
P 1.7591 -0.4889 2.7068
C 2.5526 0.0466 4.1927
C 3.2186 1.2745 4.1793
C 3.8984 1.6939 5.3123
C 3.9145 0.8900 6.4436
C 3.2479 -0.3325 6.4618
C 2.5592 -0.7557 5.3405
C 0.1520 -1.2519 3.0771
C -0.0373 -2.5724 3.5005
C -1.3012 -3.0150 3.8564
C -2.3989 -2.1660 3.7796
C -2.2496 -0.8648 3.3188
C -0.9787 -0.4244 2.9590
C 2.9685 -1.8859 0.6955
C 4.0647 -2.6387 0.2498
C 4.3142 -2.7175 -1.0962
C 3.4821 -2.0487 -2.0113
C 2.4284 -1.3454 -1.5115
N 2.1495 -1.2675 -0.1771
H 3.3519 -2.2370 2.6581
H 3.2118 1.9032 3.2970
H 4.4117 2.6453 5.3139
H 4.4447 1.2205 7.3269
H 3.2615 -0.9428 7.3541
H 2.0187 -1.6947 5.3751
H 0.8059 -3.2492 3.5672
H -1.4304 -4.0290 4.2114
H -3.3751 -2.5226 4.0808
H -3.0998 -0.1991 3.2531
H -0.8716 0.6328 2.6630
H 4.7047 -3.1327 0.9683
H 5.1634 -3.2858 -1.4533
H 3.6665 -2.0825 -3.0749
H 1.7580 -0.8121 -2.1830
```

Results
Spin multiplicity: 5
Net charge: +3
LUMO (alpha / beta): -9.92 / -9.06 eV
M: 557.5 g/mol
Expectation value of S²: 6.006


2.
This record from OMol25 describes C23H29N3O2 as an isolated structure at a distorted geometry. The level of theory is ωB97M-V/def2-TZVPD.

The geometry in XYZ format:
```
57
Properties=species:S:1:pos:R:3
C -7.4212 -0.1608 1.3103
C -6.2408 -1.2377 1.3763
C -6.1242 -2.0595 0.1387
H -5.5284 -2.9893 0.3650
H -7.2330 -2.7683 -0.2015
C -5.8417 -1.5299 -1.0472
N -4.5365 -1.0753 -0.7543
C -4.1034 0.3582 -0.8724
C -2.7427 0.3686 -0.6924
C -1.6336 1.2472 -0.3940
C -0.4374 1.0641 -0.2855
C -0.1402 -0.4103 -0.5109
C -0.9828 -1.6437 -0.6934
C -2.3200 -0.9619 -0.6554
N -3.4339 -1.8155 -1.0209
H -0.8179 -2.5388 -0.5096
C 1.4194 -1.1159 -0.2490
O 1.6761 -2.0347 0.3390
N 2.3808 -0.0257 -0.9746
H 1.9174 0.7465 -1.2548
C 3.6521 -0.3675 -0.9636
H 3.9890 -0.2296 -1.7327
H 3.8357 -1.2537 -0.4134
C 4.3569 0.7127 0.1898
C 5.8884 0.5359 -0.1827
C 6.8622 1.0415 -0.7924
C 8.1389 0.5285 -0.7644
C 8.6617 -0.0948 0.0645
C 7.6528 -0.9496 1.0483
C 6.4197 -0.6477 0.9895
H 5.7174 -1.0189 1.5270
H 8.0698 -1.6974 1.4859
C 10.1162 -0.5504 0.1552
H 10.2120 -1.7922 0.0144
H 10.5888 -0.1544 -0.6626
H 10.5594 -0.0783 1.1237
H 8.8306 1.2433 -1.5967
H 6.4127 1.7988 -1.1935
H 4.2322 1.7109 -0.3639
H 3.8796 0.7375 1.1156
H 0.4823 1.5122 0.0438
H -2.0347 2.4177 -0.0437
O -5.1559 1.2334 -0.7752
C -4.8086 2.4335 -0.2961
C -4.6463 2.6680 1.1130
H -5.2642 2.1587 1.6844
H -3.6014 1.8886 1.5052
H -4.2326 3.4827 1.5441
H -5.6119 3.2579 -0.6954
H -4.0231 3.0475 -0.8052
H -6.3984 -0.5493 -1.4068
H -5.7443 -2.1133 -1.9773
H -6.4361 -1.7803 2.1546
H -5.3618 -0.8351 1.6609
H -7.4651 0.3309 2.2683
H -8.3879 -0.5228 1.1993
H -7.2421 0.4777 0.3648
```

Results
Net charge: 0
LUMO: 0.10 eV
M: 379.5 g/mol


3.
This record from OMol25 describes one molecule with the formula C23H29N3O3. The level of theory is ωB97M-V/def2-TZVPD.

The geometry in XYZ format:
```
58
Properties=species:S:1:pos:R:3
C -1.6921 -2.1214 5.3075
C -0.6035 -3.0091 4.7220
H -0.9477 -4.0404 4.6224
H 0.2938 -2.9720 5.3482
O -0.2594 -2.6039 3.3958
C 0.6154 -1.6047 3.2712
O 1.1433 -1.0591 4.2067
C 0.9146 -1.3032 1.8012
C 1.6313 0.0483 1.7039
H 2.5122 0.0458 2.3470
H 1.9389 0.2147 0.6722
C 0.7035 1.1920 2.1271
N -0.4980 1.1801 1.3269
C -0.8410 2.0537 0.3522
O -1.8164 1.8756 -0.3530
C 0.0386 3.2916 0.2052
H 1.0560 2.9848 -0.0451
C -0.5164 4.2205 -0.8743
C -0.7480 3.5431 -2.1924
N -1.7971 3.9603 -2.8919
C -2.0349 3.3821 -4.0572
C -1.2166 2.3780 -4.5508
N -0.1440 1.9805 -3.8805
C 0.0896 2.5569 -2.7152
H 0.9735 2.2135 -2.1952
H -1.4041 1.8859 -5.4951
H -2.8996 3.7393 -4.6004
H -1.4744 4.6332 -0.5557
H 0.1777 5.0533 -1.0232
H 0.0675 3.8292 1.1553
C -1.2438 -0.0547 1.4657
C -0.3946 -1.2386 1.0041
H -0.9552 -2.1645 1.1291
H -0.1708 -1.1120 -0.0544
H -2.1429 0.0309 0.8537
H -1.5310 -0.1740 2.5164
H 1.2234 2.1434 2.0366
H 0.4233 1.0596 3.1775
C 1.8183 -2.4824 1.3689
H 2.5804 -2.6176 2.1426
H 1.1987 -3.3810 1.3527
C 2.5507 -2.3533 0.0251
C 1.6411 -2.3015 -1.1707
C 0.8583 -3.4019 -1.5016
C 0.0026 -3.3583 -2.5867
C -0.0801 -2.2132 -3.3612
C 0.7076 -1.1169 -3.0561
C 1.5638 -1.1672 -1.9694
H 2.1835 -0.3104 -1.7406
H 0.6459 -0.2196 -3.6535
H -0.7536 -2.1763 -4.2043
H -0.6015 -4.2208 -2.8290
H 0.9215 -4.2997 -0.9031
H 3.1936 -3.2340 -0.0658
H 3.2019 -1.4788 0.0378
H -1.3218 -1.1055 5.4225
H -1.9852 -2.4991 6.2827
H -2.5615 -2.1115 4.6541
```

Results
Net charge: 0
LUMO: 0.67 eV
M: 395.5 g/mol
Structure (SMILES): CCOC(=O)C1(CCc2ccccc2)CCN(C(=O)CCc2cnccn2)CC1


4.
This record from OMol25 describes one molecule with the formula C23H29N5O4. The level of theory is ωB97M-V/def2-TZVPD.

The geometry in XYZ format:
```
61
Properties=species:S:1:pos:R:3
C 5.1700 2.0109 -0.9212
C 4.0977 2.1050 0.1624
O 2.8067 2.3590 -0.3411
C 2.5480 3.6979 -0.7043
C 1.0429 3.8826 -0.8891
H 0.8623 4.8659 -1.3248
H 0.6804 3.1215 -1.5804
C 0.2647 3.7658 0.4280
N 0.3576 2.4435 0.9849
C -0.5886 1.5150 0.8302
N -1.7834 1.9093 0.4020
C -2.7798 1.0378 0.3211
N -3.9717 1.5101 -0.1047
C -4.9854 0.7003 -0.1733
N -4.9303 -0.6451 0.1603
C -6.0343 -1.4421 0.0745
C -7.2401 -0.9797 -0.3387
C -7.3349 0.3944 -0.6938
C -6.2476 1.1982 -0.6132
H -6.2764 2.2436 -0.8711
H -8.2857 0.7830 -1.0269
C -8.4408 -1.8664 -0.4253
H -8.8205 -1.8877 -1.4459
H -8.1962 -2.8800 -0.1210
H -9.2349 -1.4886 0.2175
H -5.8563 -2.4684 0.3648
C -3.7117 -1.2452 0.6034
O -3.6907 -2.4325 0.8721
C -2.6135 -0.3293 0.6731
C -1.3395 -0.7574 1.0730
C -0.3008 0.1374 1.1471
C 1.0776 -0.2730 1.4984
O 1.8890 0.4715 2.0366
N 1.3896 -1.5561 1.1914
H 0.7897 -2.0764 0.5704
C 2.7459 -2.0340 1.2828
H 3.2791 -1.3674 1.9639
H 2.7405 -3.0514 1.6833
C 3.4170 -2.0222 -0.1029
H 3.3364 -1.0068 -0.5119
C 4.8675 -2.5175 -0.0551
H 5.4615 -2.0147 -0.8188
H 5.3238 -2.3446 0.9166
C 4.7185 -3.9998 -0.3926
H 4.4501 -4.5690 0.4977
C 3.5517 -3.9678 -1.3771
H 3.9118 -3.7725 -2.3974
O 2.7097 -2.9048 -0.9687
H 2.9621 -4.8874 -1.3839
H 5.6157 -4.4308 -0.8300
H -1.2210 -1.7988 1.3384
H 1.2795 2.1039 1.2469
H 0.6612 4.4807 1.1559
H -0.7929 3.9695 0.2512
H 2.9173 4.3764 0.0815
H 3.0668 3.9497 -1.6420
H 4.0072 1.1513 0.6892
H 4.3742 2.8787 0.8944
H 5.3203 2.9734 -1.4049
H 4.8725 1.2860 -1.6751
H 6.1104 1.6952 -0.4777
```

Results
Net charge: 0
LUMO: -0.09 eV
M: 439.5 g/mol
Structure (SMILES): CCOCCCNc1nc2nc3ccc(C)cn3c(=O)c2cc1C(=O)NC[C@H]1CCCO1


Quick rundown of energy, same order as above: -2177.8925, -1207.7458, -1283.8671, -1468.6442 hartree
Quick rundown of relative energy (zero: lowest compared OMol25 entry of this formula, charge and spin), same order as above: 0.0000, 24.9183, 1.8739, 0.9728 eV